Record 1
# C40H42NOP2Sr

A molecular structure, C40H42NOP2Sr in a non-equilibrium geometry (ωB97M-V with the def2-TZVPD basis set, OMol25).

- Relative energy (zero: lowest compared OMol25 entry of this formula, charge and spin): 0.00 kJ/mol
- Charge: 0
- Spin multiplicity: 2
- F_max: 0.0690 hartree/bohr
- E_HOMO (spin up / spin down): -0.133 / -0.251 Eh
- M: 702.35 g/mol

Element x y z (Å)
Sr  2.6781  3.9303  -0.0326
C  5.1103  1.4419  3.5614
C  4.5058  0.5121  2.8170
C  3.4008  -0.4196  3.2292
C  1.9695  0.1261  3.0099
C  1.6906  1.4886  3.5668
C  2.2900  2.0973  4.5967
C  3.3676  1.5235  5.4638
C  4.8137  1.8051  4.9817
C  1.0308  4.9539  1.6428
H  6.0315  1.8979  3.1832
H  4.8694  0.3661  1.7900
H  3.5148  -0.7833  4.2596
H  3.5027  -1.3083  2.5847
H  1.7634  0.1292  1.9230
H  1.2649  -0.6062  3.4420
H  0.8860  2.0214  3.0453
H  1.9994  3.1320  4.8278
H  3.2272  0.4521  5.6416
H  3.2680  1.9996  6.4520
H  5.0381  2.8732  5.1287
H  5.4841  1.2431  5.6559
H  1.3443  5.8897  2.1315
H  0.8932  4.2422  2.4820
H  0.0026  5.1796  1.2978
P  -1.4509  -2.2883  -3.8279
P  -4.1273  -1.3611  -2.2843
C  -2.2679  -3.3763  -2.6377
C  -3.4296  -3.0097  -2.0404
C  -1.0555  -3.4671  -5.1897
C  -0.9812  -4.8558  -5.0195
C  -0.6127  -5.6814  -6.0898
C  -0.3680  -5.1323  -7.3499
C  -0.5107  -3.7519  -7.5473
C  -0.8656  -2.9248  -6.4818
C  0.1519  -2.0516  -2.9460
C  0.1204  -1.2223  -1.8067
C  1.2878  -1.0050  -1.0740
C  2.4826  -1.6310  -1.4617
C  2.5095  -2.4458  -2.6000
C  1.3515  -2.6436  -3.3576
C  -5.9024  -1.8920  -2.5715
C  -6.1774  -2.5582  -3.7843
C  -7.4441  -3.0894  -4.0306
C  -8.4564  -2.9556  -3.0715
C  -8.2022  -2.2750  -1.8780
C  -6.9348  -1.7302  -1.6364
C  -4.2186  -0.7736  -0.5471
C  -4.4374  0.6072  -0.3563
C  -4.6158  1.1077  0.9321
C  -4.5518  0.2450  2.0368
C  -4.2921  -1.1166  1.8482
C  -4.0997  -1.6239  0.5583
H  -1.7951  -4.3331  -2.4185
H  -4.0254  -3.7120  -1.4521
H  -1.1991  -5.3098  -4.0556
H  -0.5156  -6.7569  -5.9350
H  -0.0710  -5.7720  -8.1810
H  -0.3411  -3.3196  -8.5346
H  -0.9885  -1.8508  -6.6332
H  -0.8210  -0.7599  -1.4985
H  1.2683  -0.3563  -0.1962
H  3.3956  -1.4767  -0.8807
H  3.4340  -2.9323  -2.9104
H  1.3703  -3.2629  -4.2559
H  -5.3855  -2.6823  -4.5247
H  -7.6435  -3.6145  -4.9664
H  -9.4420  -3.3822  -3.2546
H  -8.9845  -2.1681  -1.1241
H  -6.7503  -1.2034  -0.6992
H  -4.4814  1.2657  -1.2262
H  -4.8079  2.1725  1.0730
H  -4.7002  0.6412  3.0432
H  -4.2377  -1.7884  2.7059
H  -3.8733  -2.6808  0.4214
O  4.1951  4.6181  1.5667
N  4.7766  5.3195  2.6231
C  5.9071  4.8258  3.1932
C  6.5267  5.5761  4.1896
C  5.9359  6.7796  4.5947
C  4.7300  7.2021  4.0395
C  4.1350  6.4380  3.0520
H  6.2553  3.8648  2.8110
H  7.4446  5.2071  4.6559
H  6.4122  7.3811  5.3686
H  4.2501  8.1247  4.3532
H  3.1780  6.6609  2.5886

These are the Löwdin partial charges, in e, on atoms 1 to 6: 0.866 -0.128 -0.103 -0.198 -0.183 -0.117

=====

Record 2
# C40H43AuN3OPSTe

A molecular structure, C40H43AuN3OPSTe (ωB97M-V with the def2-TZVPD basis set, OMol25).

- Relative energy (zero: lowest compared OMol25 entry of this formula, charge and spin): 27.82 kJ/mol
- Charge: 0
- F_max: 0.0116 hartree/bohr
- E_HOMO (spin up / spin down): -0.245 / -0.245 Eh
- M: 969.41 g/mol

Element x y z (Å)
Au  0.7434  -0.0931  0.6110
O  2.1643  2.2192  1.6523
C  2.1996  1.3779  0.7983
C  3.3752  1.2180  -0.1222
C  4.6554  1.6346  0.2156
C  5.6819  1.4488  -0.6966
C  5.4292  0.8823  -1.9436
C  4.1442  0.4928  -2.2935
C  3.1203  0.6515  -1.3704
P  1.3574  0.3185  -1.6049
C  1.1911  -1.0558  -2.7677
C  1.0704  -0.8462  -4.1407
C  0.9352  -1.9297  -4.9952
C  0.9213  -3.2208  -4.4845
C  1.0434  -3.4330  -3.1184
C  1.1751  -2.3528  -2.2596
C  0.7460  1.7947  -2.4620
C  -0.5996  1.8633  -2.8144
C  -1.1092  3.0072  -3.4034
C  -0.2807  4.0975  -3.6384
C  1.0596  4.0348  -3.2902
C  1.5753  2.8865  -2.7037
H  4.8322  2.0791  1.1863
H  6.6912  1.7408  -0.4373
H  6.2411  0.7489  -2.6464
H  3.9430  0.0675  -3.2696
H  1.0649  0.1618  -4.5368
H  0.8353  -1.7657  -6.0602
H  0.8066  -4.0638  -5.1534
H  1.0234  -4.4379  -2.7178
H  1.2506  -2.5150  -1.1907
H  -1.2568  1.0301  -2.6229
H  -2.1585  3.0480  -3.6677
H  -0.6818  4.9972  -4.0872
H  1.7081  4.8833  -3.4636
H  2.6199  2.8581  -2.4225
C  -0.7053  3.9960  2.6179
Te  -0.2900  4.1172  0.5372
C  -2.2160  4.8626  -0.0062
H  -0.8016  4.9859  3.0552
H  0.1357  3.4691  3.0649
H  -1.6103  3.4138  2.7659
H  -2.9770  4.2962  0.5276
H  -2.3393  4.6934  -1.0738
H  -2.3127  5.9221  0.2137
N  -2.2226  1.3218  1.9865
C  -2.8342  0.9641  0.8267
N  -2.2523  0.2694  -0.0923
C  -3.1543  -0.0751  -1.0840
C  -2.8990  -0.9513  -2.1376
C  -3.8934  -1.1989  -3.0687
C  -5.1455  -0.5931  -2.9608
C  -5.4296  0.2520  -1.8991
C  -4.4339  0.4893  -0.9641
S  -4.5091  1.4156  0.5105
H  -1.4957  0.6437  2.2509
H  -2.8298  1.5908  2.7440
H  -1.9336  -1.4421  -2.2033
H  -3.6991  -1.8806  -3.8868
H  -5.9099  -0.8009  -3.6975
H  -6.4100  0.6980  -1.7942
C  -2.8980  -2.4768  1.9727
C  -1.7357  -3.4437  1.7481
C  -1.2943  -3.4508  0.2846
C  -0.6017  -3.2462  2.7399
C  -0.3205  -4.3042  3.5920
C  0.6273  -4.2089  4.5969
C  1.2851  -3.0051  4.7557
C  1.0645  -1.9123  3.9213
C  1.8982  -0.6739  4.2157
C  3.1840  -0.6714  3.3774
C  1.1477  0.6589  4.1934
C  0.1350  -2.0347  2.8629
N  -0.1738  -0.9964  2.0033
H  -3.7176  -2.7072  1.2878
H  -2.5842  -1.4521  1.7959
H  -3.2712  -2.5584  2.9953
H  -2.1209  -4.4460  1.9602
H  -0.8967  -2.4784  -0.0011
H  -2.1473  -3.6647  -0.3648
H  -0.5293  -4.2115  0.1128
H  -0.8839  -5.2236  3.4749
H  0.8250  -5.0429  5.2569
H  2.0069  -2.8946  5.5582
H  2.2209  -0.8010  5.2537
H  2.9726  -0.7870  2.3147
H  3.8170  -1.5127  3.6659
H  3.7475  0.2537  3.5218
H  0.7127  0.8811  3.2219
H  1.8332  1.4734  4.4344
H  0.3481  0.6498  4.9373

These are the Löwdin partial charges, in e, on atoms 1 to 6: 1.025 -0.025 -0.483 -0.232 -0.005 -0.055

=====

Record 3
# C40H43GeN3PtSSb2

A molecular structure, C40H43GeN3PtSSb2 in a non-equilibrium geometry (ωB97M-V with the def2-TZVPD basis set, OMol25).

- Relative energy (zero: lowest compared OMol25 entry of this formula, charge and spin): 359.68 kJ/mol
- Charge: 0
- F_max: 0.0570 hartree/bohr
- E_HOMO (spin up / spin down): -0.214 / -0.214 Eh
- M: 1109.08 g/mol

Element x y z (Å)
Pt  -2.0987  -0.0312  0.2977
C  -1.4709  -3.2327  0.1843
C  -2.9457  -2.9959  0.1960
C  -3.8649  -3.8890  -0.3323
C  -5.2115  -3.5568  -0.3321
C  -5.6132  -2.3791  0.2767
C  -4.6436  -1.5467  0.8134
N  -3.3481  -1.8366  0.7363
Sb  -5.1603  0.1325  2.1143
C  -3.2027  0.1390  3.1060
C  -3.2843  0.2194  4.4872
C  -2.1347  0.0877  5.2500
C  -0.9357  -0.1271  4.5987
C  -0.9129  -0.1781  3.2122
C  0.3527  -0.4112  2.4673
N  -2.0295  -0.0323  2.4820
C  -4.7934  1.8395  0.8263
C  -5.8508  2.4857  0.2090
C  -5.6063  3.7062  -0.4044
C  -4.3326  4.2361  -0.3318
C  -3.3266  3.5287  0.3260
C  -1.9623  4.1029  0.4886
N  -3.5664  2.3343  0.8784
H  -1.2302  -4.2590  -0.0805
H  -1.0106  -2.5538  -0.5414
H  -1.0526  -3.0037  1.1647
H  -3.5303  -4.8293  -0.7432
H  -5.9374  -4.2253  -0.7724
H  -6.6564  -2.0978  0.3288
H  -4.2432  0.3848  4.9618
H  -2.1718  0.1187  6.3284
H  -0.0135  -0.2634  5.1423
H  1.2066  -0.5269  3.1318
H  0.2645  -1.3018  1.8411
H  0.5161  0.4342  1.7922
H  -6.8376  2.0408  0.2176
H  -6.4035  4.2585  -0.8849
H  -4.1205  5.2094  -0.7506
H  -1.9704  5.1741  0.3046
H  -1.5856  3.8921  1.4880
H  -1.2719  3.6224  -0.2104
S  -0.3138  1.1274  -0.5117
Sb  2.7078  -0.2982  -0.0911
C  3.7887  -1.3700  1.4749
C  3.5667  -2.7374  1.5763
C  4.1019  -3.4683  2.6234
C  4.8521  -2.8357  3.6012
C  5.0628  -1.4698  3.5175
C  4.5434  -0.7450  2.4563
C  3.9179  -0.7854  -1.8186
C  4.7983  -1.8543  -1.8996
C  5.3576  -2.2070  -3.1199
C  5.0365  -1.4999  -4.2672
C  4.1780  -0.4151  -4.1885
C  3.6093  -0.0745  -2.9737
C  3.6139  1.6262  0.3169
C  3.3977  2.2208  1.5539
C  3.9640  3.4477  1.8558
C  4.7215  4.1149  0.9085
C  4.9230  3.5389  -0.3337
C  4.3839  2.2951  -0.6220
H  2.9541  -3.2350  0.8327
H  3.9250  -4.5329  2.6849
H  5.2471  -3.4030  4.4329
H  5.6297  -0.9666  4.2886
H  4.7238  0.3198  2.4114
H  5.0404  -2.4304  -1.0134
H  6.0447  -3.0419  -3.1760
H  5.4422  -1.8041  -5.2217
H  3.9396  0.1624  -5.0709
H  2.8893  0.7350  -2.9182
H  2.7722  1.7279  2.2877
H  3.8124  3.8873  2.8320
H  5.1387  5.0856  1.1350
H  5.5052  4.0606  -1.0806
H  4.5594  1.8555  -1.5945
C  -0.1978  -1.3297  -3.3687
Ge  -1.7611  -0.1103  -3.2904
C  -3.0954  -0.7693  -4.6237
C  -1.2351  1.7267  -3.8788
C  -2.6498  -0.1342  -1.5767
H  0.3476  -1.1558  -4.2928
H  -0.5176  -2.3696  -3.3562
H  0.4839  -1.1717  -2.5363
H  -2.6523  -0.7917  -5.6169
H  -3.9652  -0.1158  -4.6549
H  -3.4422  -1.7723  -4.3840
H  -0.9796  1.7450  -4.9363
H  -0.3869  2.0746  -3.2983
H  -2.0618  2.4122  -3.7062
H  -3.7310  0.0620  -1.6364

These are the Löwdin partial charges, in e, on atoms 1 to 6: 0.685 -0.031 -0.323 -0.014 -0.051 -0.115

=====

Record 4
# C40H44AsN5PPdS

A molecular structure, C40H44AsN5PPdS in a non-equilibrium geometry (ωB97M-V with the def2-TZVPD basis set, OMol25).

- Relative energy (zero: lowest compared OMol25 entry of this formula, charge and spin): 410.71 kJ/mol
- Charge: +3
- F_max: 0.0566 hartree/bohr
- E_HOMO (spin up / spin down): -0.569 / -0.569 Eh
- M: 839.21 g/mol

Element x y z (Å)
Pd  0.2762  -0.7216  -0.6863
C  -1.1518  -1.8300  2.0423
N  -0.7993  -0.4900  1.5545
C  -1.9097  0.4576  1.4154
C  -2.3148  0.6450  -0.0154
N  -1.4949  0.5480  -1.0506
C  -2.2203  0.8964  -2.1672
C  -1.8616  1.0114  -3.5086
C  -2.8210  1.4598  -4.3947
C  -4.1172  1.7758  -3.9760
C  -4.4957  1.6652  -2.6498
C  -3.5297  1.2277  -1.7561
N  -3.5417  1.0485  -0.3911
C  -1.0952  -2.8616  0.9585
N  -0.9529  -2.5981  -0.3276
C  -0.9203  -3.8143  -0.9728
C  -0.8392  -4.1326  -2.3260
C  -0.8271  -5.4728  -2.6661
C  -0.8853  -6.4771  -1.6970
C  -1.0074  -6.1808  -0.3500
C  -1.0363  -4.8383  -0.0076
N  -1.1566  -4.1855  1.2003
H  -2.1588  -1.8444  2.4801
H  -0.4562  -2.1448  2.8297
H  -0.0945  -0.0872  2.1715
H  -1.5921  1.4402  1.8048
H  -2.7842  0.1426  1.9981
H  -0.8650  0.7581  -3.8307
H  -2.5756  1.5842  -5.4381
H  -4.8413  2.1173  -4.7003
H  -5.4917  1.9265  -2.3264
H  -4.3398  1.2031  0.2050
H  -0.8209  -3.3427  -3.0605
H  -0.7723  -5.7613  -3.7038
H  -0.8476  -7.5106  -2.0035
H  -1.0869  -6.9555  0.3958
H  -1.2938  -4.6212  2.0988
S  2.1676  0.5150  1.0699
C  3.4807  1.5017  1.6127
C  4.8300  1.2079  1.4023
C  5.7828  2.0336  1.9640
C  5.4103  3.1197  2.7539
C  4.0661  3.4095  2.9749
C  3.1001  2.6217  2.3833
As  1.1695  2.8921  2.3447
C  1.0784  3.9603  0.7069
C  0.0647  3.7237  -0.2165
C  0.0145  4.4514  -1.3951
C  0.9678  5.4257  -1.6464
C  1.9795  5.6610  -0.7280
C  2.0444  4.9235  0.4418
C  0.8505  4.0438  3.9085
C  0.6074  5.4013  3.7851
C  0.5073  6.1639  4.9390
C  0.5667  5.5603  6.1847
C  0.7853  4.1948  6.3003
C  0.9111  3.4288  5.1535
H  5.1155  0.3399  0.8289
H  6.8284  1.8313  1.7979
H  6.1723  3.7443  3.1933
H  3.7879  4.2495  3.6004
H  -0.6779  2.9562  -0.0130
H  -0.7730  4.2662  -2.1119
H  0.9294  5.9983  -2.5607
H  2.7209  6.4205  -0.9216
H  2.8467  5.0942  1.1487
H  0.5303  5.8659  2.8120
H  0.3812  7.2320  4.8542
H  0.4235  6.1524  7.0761
H  0.8502  3.7231  7.2708
H  1.0702  2.3562  5.2252
C  2.9428  -2.2527  -4.8651
C  1.6145  -1.8905  -4.2028
P  1.8088  -1.3788  -2.4415
C  2.8860  -2.6761  -1.6784
C  2.5249  -2.9506  -0.2133
C  2.8523  0.1518  -2.4755
C  1.9620  1.3895  -2.5469
H  2.7671  -2.4510  -5.9208
H  3.3803  -3.1465  -4.4295
H  3.6716  -1.4494  -4.8013
H  0.9525  -2.7584  -4.2255
H  1.1235  -1.0778  -4.7450
H  3.9199  -2.3298  -1.7654
H  2.7856  -3.6010  -2.2481
H  3.4105  -3.2225  0.3539
H  1.8306  -3.7850  -0.1426
H  2.0702  -2.0682  0.2672
H  3.5335  0.1288  -3.3272
H  3.4526  0.1697  -1.5603
H  1.3023  1.4406  -1.6672
H  1.3479  1.3713  -3.4430
H  2.5633  2.2956  -2.5801

These are the Löwdin partial charges, in e, on atoms 1 to 6: 0.656 -0.093 -0.095 -0.114 -0.316 0.053

=====

Record 5
# C40H44B2N6O15P

7 unconnected molecules or ions with the total composition C40H44B2N6O15P in a non-equilibrium geometry (ωB97M-V with the def2-TZVPD basis set, OMol25).

- Charge: -1
- F_max: 0.0322 hartree/bohr
- E_HOMO: -0.144 Eh
- M: 901.42 g/mol

Element x y z (Å)
C  5.5541  -5.4835  -2.7189
B  4.2740  -4.6245  -3.1339
O  3.6206  -3.9914  -2.0467
B  3.7597  -4.4549  -4.7507
C  2.1933  -4.8969  -5.0119
C  1.8692  -6.3865  -4.7574
C  1.0966  -6.5404  -3.4452
O  2.9992  -7.2568  -4.8247
P  3.8447  -2.5702  -5.1592
O  3.9099  -2.2725  -6.6461
H  6.4157  -4.8259  -2.5336
H  5.8006  -6.2298  -3.4785
H  5.3876  -6.0264  -1.7768
H  2.7060  -4.2922  -2.0120
H  4.5504  -5.0515  -5.4558
H  1.5590  -4.2977  -4.3498
H  1.9547  -4.6553  -6.0543
H  1.1753  -6.6937  -5.5537
H  0.1465  -6.0138  -3.5610
H  0.8898  -7.5913  -3.2063
H  1.6320  -6.1034  -2.5952
H  3.1057  -7.7085  -3.9832
H  2.6904  -1.9609  -4.5798
H  4.9471  -1.9257  -4.5206
C  1.6501  -0.5018  3.1302
C  2.6432  -1.1678  3.8329
C  3.5235  -2.0010  3.1619
C  3.3951  -2.1478  1.7944
C  2.4071  -1.4982  1.0749
C  1.5271  -0.6678  1.7556
N  4.3470  -3.0219  1.0806
O  5.1805  -3.6077  1.7586
O  4.2280  -3.1068  -0.1166
H  0.9655  0.1528  3.6555
H  2.7337  -1.0370  4.9031
H  4.3001  -2.5262  3.6977
H  2.3234  -1.6376  0.0050
H  0.7418  -0.1470  1.2229
C  -3.2110  -0.1533  -0.6331
C  -2.2010  -0.8347  0.0308
C  -1.3568  -1.6892  -0.6617
C  -1.5388  -1.8538  -2.0236
C  -2.5478  -1.1919  -2.7010
C  -3.3855  -0.3383  -1.9989
N  -0.6485  -2.7372  -2.7985
O  0.2327  -3.3338  -2.2119
O  -0.8508  -2.8113  -3.9932
H  -3.8649  0.5094  -0.0989
H  -2.0691  -0.6969  1.0953
H  -0.5780  -2.2148  -0.1263
H  -2.6780  -1.3350  -3.7633
H  -4.1746  0.1878  -2.5198
C  -3.2630  6.3123  2.8693
C  -4.4784  6.0005  2.2745
C  -4.7146  4.7176  1.8104
C  -3.7255  3.7621  1.9549
C  -2.5057  4.0546  2.5395
C  -2.2768  5.3419  2.9981
N  -3.9784  2.3906  1.4858
O  -5.0474  2.1596  0.9562
O  -3.1013  1.5636  1.6591
H  -3.0842  7.3155  3.2363
H  -5.2452  6.7555  2.1760
H  -5.6608  4.4758  1.3476
H  -1.7448  3.2950  2.6395
H  -1.3298  5.5862  3.4602
C  6.5133  -4.1000  -7.7550
C  7.5005  -4.8443  -7.1191
C  8.2838  -5.7289  -7.8425
C  8.0667  -5.8534  -9.2049
C  7.0834  -5.1272  -9.8555
C  6.3049  -4.2475  -9.1203
N  8.9080  -6.7714  -9.9819
O  9.7550  -7.4145  -9.3877
O  8.7206  -6.8415  -11.1842
H  5.9036  -3.4058  -7.1883
H  7.6573  -4.7319  -6.0549
H  9.0509  -6.3092  -7.3514
H  6.9256  -5.2422  -10.9177
H  5.5323  -3.6697  -9.6090
C  -7.4401  3.2716  7.5013
C  -7.6722  2.2982  6.5367
C  -7.7296  2.6473  5.1973
C  -7.5517  3.9738  4.8489
C  -7.3270  4.9563  5.7924
C  -7.2697  4.5987  7.1297
N  -7.5819  4.3521  3.4283
O  -7.7825  3.4765  2.6115
O  -7.3904  5.5223  3.1509
H  -7.3882  2.9931  8.5459
H  -7.8035  1.2651  6.8283
H  -7.9067  1.8964  4.4412
H  -7.1898  5.9853  5.4968
H  -7.0870  5.3547  7.8810
C  -2.3677  10.4384  7.6504
C  -3.6145  10.1092  7.1342
C  -3.8764  8.8111  6.7257
C  -2.8794  7.8604  6.8463
C  -1.6302  8.1697  7.3514
C  -1.3765  9.4711  7.7550
N  -3.1599  6.4740  6.4331
O  -4.2592  6.2349  5.9728
O  -2.2758  5.6534  6.5750
H  -2.1681  11.4520  7.9728
H  -4.3846  10.8640  7.0517
H  -4.8433  8.5481  6.3226
H  -0.8650  7.4118  7.4322
H  -0.4054  9.7298  8.1544

These are the Löwdin partial charges, in e, on atoms 1 to 6: -0.041 -0.494 0.008 -0.616 -0.179 -0.443

=====

Among the records above, which one has the lowest F_max? C40H43AuN3OPSTe